No. 1
A cluster of 17 separate species, C28H95N5O17 in total at a distorted geometry, computed with ωB97M-V/def2-TZVPD.

Results
- electronic energy (eV) = -72830.848
- charge = 0
- frontier orbital gap (eV) = 8.014
- relative energy (zero: lowest compared OMol25 entry of this formula, charge and spin) (kJ/mol) = 54.06
- lowest unoccupied orbital energy (Eh) = 0.0050

Each line ends with the Mulliken charge.
Atoms and positions in Å:
C: 0.449 0.091 -7.220  -0.93
C: 1.581 -0.816 -6.861  0.32
O: 1.264 -2.204 -7.080  -0.53
H: 0.688 1.154 -7.174  0.36
H: -0.333 -0.028 -6.470  0.04
H: 0.082 -0.234 -8.193  0.32
H: 1.758 -0.694 -5.793  -0.19
H: 2.509 -0.599 -7.391  0.36
H: 1.755 -2.756 -6.467  0.30
C: -1.714 -4.796 2.303  -1.21
C: -1.889 -3.259 2.130  0.48
O: -0.719 -2.673 2.585  -0.40
H: -2.413 -5.377 1.701  0.33
H: -1.784 -5.080 3.353  0.33
H: -0.693 -4.989 1.972  0.23
H: -2.677 -2.813 2.738  0.27
H: -2.186 -2.980 1.119  -0.43
H: -0.453 -2.222 1.780  0.02
C: -4.532 1.215 -3.835  -1.44
C: -4.724 0.769 -2.387  1.04
O: -5.480 -0.392 -2.529  -0.53
H: -3.986 0.444 -4.378  0.15
H: -3.798 2.020 -3.865  0.34
H: -5.490 1.507 -4.267  0.48
H: -5.302 1.526 -1.857  0.31
H: -3.832 0.526 -1.809  -0.69
H: -6.316 -0.129 -2.922  0.34
C: 1.718 3.660 -1.676  -1.36
C: 0.292 3.590 -1.185  0.25
O: 0.262 3.661 0.254  -0.30
H: 1.741 3.833 -2.752  0.42
H: 2.252 2.731 -1.479  0.20
H: 2.231 4.498 -1.204  0.32
H: -0.204 2.689 -1.546  -0.13
H: -0.240 4.413 -1.664  0.52
H: -0.654 3.681 0.542  0.02
O: 0.958 -0.453 4.676  -0.40
H: 1.653 -1.105 4.581  -0.11
H: 0.404 -0.793 5.379  0.24
O: 2.629 -1.829 1.238  -0.52
H: 2.636 -1.848 2.195  0.34
H: 1.984 -2.491 0.990  0.18
O: 3.333 -1.292 -3.267  -0.64
H: 3.085 -2.172 -3.549  0.25
H: 3.853 -0.946 -3.992  0.24
O: 1.737 2.068 4.748  -0.54
H: 1.439 1.163 4.654  0.27
H: 0.933 2.576 4.853  0.30
O: 1.265 -3.992 0.120  -0.73
H: 0.846 -3.513 -0.596  0.15
H: 1.197 -4.912 -0.135  0.29
O: -1.455 1.371 4.352  -0.58
H: -2.028 0.731 4.774  0.26
H: -0.699 0.860 4.060  0.29
O: 3.284 0.163 -0.685  -0.48
H: 3.598 -0.295 -1.465  0.26
H: 3.264 -0.510 -0.004  0.24
O: -0.550 -3.767 -2.028  -0.80
H: -0.104 -2.951 -2.254  0.35
H: -1.429 -3.670 -2.394  0.34
C: -0.746 -0.402 -3.286  -1.11
C: -0.087 -0.491 -1.944  0.46
C: -1.081 -0.750 -0.777  1.60
O: -0.330 -0.781 0.467  1.83
C: 0.196 0.455 0.982  0.87
N: 0.914 -1.567 -2.046  -0.58
H: -1.686 0.146 -3.220  0.02
H: -1.023 -1.377 -3.686  0.07
H: -0.186 0.258 -3.948  0.49
H: 0.541 0.331 -1.602  0.17
H: -1.592 -1.692 -0.976  -0.86
H: -1.799 0.068 -0.715  -0.86
H: -0.632 1.026 1.401  -0.77
H: 0.637 1.089 0.213  -0.04
H: 0.875 0.341 1.827  -0.43
H: 1.387 -1.577 -1.154  -0.05
H: 1.627 -1.164 -2.637  0.32
C: 4.381 0.401 3.518  -0.22
C: 4.159 -0.395 4.810  1.04
C: 4.205 -1.924 4.618  -1.40
O: 3.105 -2.344 3.822  0.11
C: 2.883 -3.736 3.833  -0.79
N: 5.230 -0.005 5.728  -0.81
H: 4.385 1.487 3.613  -0.37
H: 3.619 0.059 2.818  -0.23
H: 5.295 0.118 2.997  0.51
H: 3.236 -0.083 5.298  0.07
H: 4.177 -2.408 5.594  0.51
H: 5.164 -2.238 4.206  0.42
H: 3.837 -4.209 3.601  0.29
H: 2.134 -4.209 3.198  0.08
H: 2.679 -3.859 4.897  0.33
H: 5.060 0.947 6.019  0.30
H: 5.204 -0.600 6.544  0.27
C: -1.890 -3.482 -5.827  -0.99
C: -3.416 -3.800 -5.595  0.42
C: -3.931 -2.985 -4.336  -0.08
O: -3.145 -3.308 -3.173  -0.30
C: -3.812 -3.113 -1.913  -0.83
N: -4.204 -3.479 -6.841  -0.77
H: -1.821 -2.464 -6.209  0.13
H: -1.484 -4.126 -6.608  0.44
H: -1.283 -3.542 -4.924  0.17
H: -3.551 -4.846 -5.318  0.29
H: -5.005 -3.109 -4.195  0.41
H: -3.858 -1.898 -4.365  -0.45
H: -3.210 -3.515 -1.098  0.15
H: -4.809 -3.553 -1.924  0.52
H: -3.921 -2.057 -1.670  0.20
H: -4.107 -2.482 -6.976  0.26
H: -3.788 -3.934 -7.640  0.28
C: -3.564 3.289 -0.029  -1.28
C: -3.472 2.923 1.484  0.11
C: -3.800 1.464 1.790  0.11
O: -5.069 1.109 1.205  -0.42
C: -5.237 -0.318 1.071  -0.52
N: -2.185 3.418 2.045  -0.48
H: -4.586 3.226 -0.403  0.32
H: -2.925 2.706 -0.693  -0.01
H: -3.171 4.300 -0.135  0.48
H: -4.289 3.462 1.964  0.40
H: -3.884 1.287 2.862  0.36
H: -2.927 0.945 1.394  -0.23
H: -5.006 -0.903 1.961  0.34
H: -4.658 -0.663 0.214  0.07
H: -6.250 -0.546 0.739  0.30
H: -2.341 4.409 2.164  0.31
H: -2.135 3.061 2.988  0.12
C: 2.107 5.370 3.477  -1.64
C: 3.164 4.578 2.732  0.77
C: 4.430 4.215 3.500  -0.82
O: 5.142 5.382 3.828  -0.40
C: 6.326 5.124 4.609  -0.79
N: 2.562 3.353 2.132  -0.11
H: 2.539 6.358 3.639  0.47
H: 1.873 5.117 4.511  0.31
H: 1.189 5.583 2.930  0.36
H: 3.510 5.176 1.889  0.37
H: 5.067 3.627 2.839  0.46
H: 4.081 3.618 4.343  0.25
H: 6.878 6.054 4.749  0.30
H: 7.071 4.508 4.107  0.30
H: 6.085 4.758 5.607  0.29
H: 1.807 3.715 1.566  -0.08
H: 2.141 2.715 2.791  0.01

***

No. 2
A cluster of 31 separate species, C29H104O33 in total at a distorted geometry, computed with ωB97M-V/def2-TZVPD.

Results
- electronic energy (eV) = -99317.920
- charge = 0
- frontier orbital gap (eV) = 7.452
- lowest unoccupied orbital energy (Eh) = -0.0680

Each line ends with the Mulliken charge.
Atoms and positions in Å:
C: 1.494 -2.791 1.492  -0.12
C: 2.464 -3.980 1.017  -0.69
C: 3.365 -3.655 -0.279  -0.01
C: 3.857 -2.129 -0.408  -0.49
C: 3.260 -1.352 -1.705  -1.20
C: 1.655 -1.273 -1.725  1.22
C: 0.976 -2.515 -2.499  -0.49
C: 0.042 -2.035 -3.753  -0.41
C: -1.451 -1.917 -3.155  0.23
C: -2.493 -1.104 -4.065  -0.91
C: -2.446 0.497 -3.894  -0.42
C: -1.309 1.047 -2.903  0.69
C: -1.563 2.647 -2.707  -0.66
C: -0.365 3.171 -1.760  0.07
C: -0.874 4.206 -0.596  -0.51
C: -0.704 3.440 0.793  0.22
C: -1.411 2.033 0.932  0.08
C: -1.333 1.166 2.245  0.55
C: -2.082 -0.256 2.433  0.29
O: -1.757 -1.250 1.435  -0.03
C: -2.905 -1.645 0.642  -0.15
C: -3.356 -3.188 0.918  0.09
C: -4.943 -3.296 0.654  -1.14
C: -0.449 1.772 3.431  -1.32
C: 0.242 3.167 3.274  0.21
C: 0.113 4.047 1.963  0.27
C: 0.824 5.462 1.957  0.64
O: 0.534 6.451 1.229  -0.60
C: 2.016 5.700 3.026  -0.32
C: 2.138 4.905 4.195  -0.52
C: 1.111 3.704 4.519  0.19
O: 1.000 3.196 5.681  -0.54
H: 2.040 -1.840 1.837  0.33
H: 0.663 -2.586 0.723  -0.24
H: 0.937 -3.183 2.443  0.15
H: 1.771 -4.861 0.716  0.10
H: 3.095 -4.398 1.895  0.32
H: 2.855 -4.043 -1.243  0.13
H: 4.320 -4.303 -0.178  0.16
H: 3.707 -1.488 0.525  0.37
H: 5.002 -2.163 -0.586  0.10
H: 3.697 -1.765 -2.692  0.21
H: 3.636 -0.259 -1.596  0.20
H: 1.386 -0.331 -2.347  -0.36
H: 1.245 -1.080 -0.677  -0.09
H: 0.331 -3.169 -1.791  -0.09
H: 1.776 -3.201 -2.977  0.47
H: 0.424 -1.053 -4.196  0.05
H: 0.009 -2.897 -4.528  0.39
H: -1.359 -1.551 -2.076  -0.68
H: -1.850 -3.006 -3.086  0.49
H: -2.240 -1.358 -5.168  0.28
H: -3.545 -1.488 -3.815  0.29
H: -2.231 0.939 -4.944  0.36
H: -3.453 0.917 -3.525  -0.05
H: -0.238 0.810 -3.216  -0.24
H: -1.481 0.594 -1.854  -0.21
H: -2.587 2.830 -2.222  0.32
H: -1.485 3.175 -3.730  0.55
H: 0.162 2.261 -1.313  0.36
H: 0.423 3.708 -2.414  -0.44
H: -1.970 4.490 -0.801  0.31
H: -0.230 5.139 -0.718  0.42
H: -2.039 1.601 0.063  0.01
H: -3.204 -0.039 2.559  0.00
H: -1.720 -0.685 3.454  -0.13
H: -3.794 -0.926 0.686  0.05
H: -2.549 -1.637 -0.462  -0.11
H: -2.846 -3.828 0.100  0.28
H: -3.025 -3.555 1.947  0.14
H: -5.460 -3.332 1.685  0.23
H: -5.236 -4.245 0.088  0.32
H: -5.288 -2.404 0.027  0.31
H: -0.343 1.145 4.393  0.24
H: 2.753 6.571 2.843  0.15
H: 2.978 5.140 4.931  0.34
O: 3.818 8.591 0.938  -0.64
H: 2.874 8.437 1.077  0.31
H: 4.173 7.714 0.747  0.32
O: 1.638 0.582 -4.752  -0.48
H: 1.677 0.815 -5.689  0.20
H: 2.462 0.932 -4.389  0.26
O: -1.792 -0.346 5.923  -0.55
H: -1.450 0.498 6.246  0.29
H: -2.316 -0.679 6.663  0.28
O: -5.636 1.650 -4.098  -0.71
H: -6.540 1.966 -3.959  0.33
H: -5.271 2.265 -4.747  0.32
O: 4.491 -6.640 -0.896  -0.59
H: 5.185 -7.287 -0.725  0.30
H: 3.803 -7.149 -1.341  0.31
O: -4.702 -0.321 6.009  -0.60
H: -5.606 -0.012 6.148  0.31
H: -4.341 0.298 5.361  0.30
O: 6.267 -0.749 -2.171  -0.55
H: 6.708 0.001 -1.745  0.29
H: 6.907 -1.466 -2.096  0.29
O: 0.438 3.541 8.950  -0.61
H: 0.467 3.780 8.013  0.31
H: 1.263 3.897 9.307  0.30
O: -1.974 1.714 9.980  -0.63
H: -1.907 1.390 10.888  0.32
H: -1.079 2.021 9.774  0.32
O: 2.765 4.279 -3.735  -0.62
H: 1.986 4.747 -4.062  0.29
H: 2.806 4.517 -2.800  0.29
O: -3.099 4.718 -4.310  -0.63
H: -2.749 5.559 -3.989  0.30
H: -3.629 4.389 -3.573  0.31
O: -7.955 1.045 -5.373  -0.55
H: -7.256 0.395 -5.221  0.29
H: -8.654 0.542 -5.811  0.28
O: 8.302 -2.052 -4.340  -0.66
H: 7.395 -1.737 -4.215  0.30
H: 8.675 -1.438 -4.985  0.32
O: -2.345 0.119 12.780  -0.63
H: -2.536 0.345 13.699  0.31
H: -2.682 -0.781 12.686  0.31
O: -5.646 0.789 2.267  -0.64
H: -5.189 1.346 1.623  0.31
H: -5.572 -0.101 1.900  0.35
O: -1.129 -5.544 0.504  -0.62
H: -0.793 -4.700 0.833  0.26
H: -1.661 -5.884 1.235  0.31
O: 7.006 -4.817 -5.199  -0.64
H: 7.345 -3.972 -4.875  0.34
H: 6.463 -5.148 -4.468  0.33
O: -7.982 3.132 -2.619  -0.60
H: -8.761 3.602 -2.948  0.31
H: -7.944 3.369 -1.684  0.29
O: -2.325 7.151 -1.584  -0.60
H: -2.031 6.717 -0.773  0.35
H: -1.937 8.036 -1.530  0.34
O: 4.239 -9.194 -0.645  -0.63
H: 4.032 -8.960 0.269  0.34
H: 3.897 -10.093 -0.739  0.29
O: 8.272 0.128 -0.693  -0.60
H: 8.321 -0.187 0.219  0.29
H: 9.171 0.423 -0.887  0.29
O: 3.674 3.792 9.118  -0.63
H: 3.650 3.009 8.552  0.33
H: 4.363 3.593 9.764  0.31
O: 9.755 -6.547 -4.618  -0.66
H: 8.980 -6.081 -4.963  0.35
H: 9.775 -6.307 -3.683  0.30
O: -0.231 9.087 -2.422  -0.67
H: -0.256 8.305 -2.989  0.32
H: 0.458 8.886 -1.776  0.33
O: 6.395 -6.739 -3.284  -0.64
H: 5.447 -6.887 -3.164  0.32
H: 6.748 -7.618 -3.470  0.31
O: -6.442 -2.990 6.005  -0.64
H: -7.215 -2.690 6.499  0.31
H: -5.825 -2.247 6.059  0.33
O: 11.356 -3.220 -4.374  -0.64
H: 10.523 -2.744 -4.260  0.33
H: 11.083 -4.134 -4.530  0.34
O: -0.225 -3.855 4.521  -0.64
H: -0.994 -3.386 4.173  0.28
H: -0.204 -3.608 5.454  0.31
O: -10.480 1.018 -2.135  -0.63
H: -10.417 0.693 -1.229  0.31
H: -9.582 1.316 -2.340  0.34
O: -9.962 3.584 -5.816  -0.62
H: -10.054 3.883 -6.728  0.31
H: -9.361 2.830 -5.876  0.33

***

No. 3
A structure of composition C29H14BBr4F4N3O4STa at a distorted geometry, computed with ωB97M-V/def2-TZVPD.

Results
- electronic energy (eV) = -347076.677
- charge = -1
- frontier orbital gap (eV) = 6.415
- relative energy (zero: lowest compared OMol25 entry of this formula, charge and spin) (kJ/mol) = 174.89
- lowest unoccupied orbital energy (Eh) = 0.0323

Each line ends with the natural charge from an NBO analysis.
Atoms and positions in Å:
Ta: -0.140 -1.057 1.269  2.39
Br: -3.912 -7.024 0.551  0.08
C: -3.340 -5.238 0.705  -0.13
C: -4.278 -4.219 0.769  -0.18
Br: -6.114 -4.615 0.726  0.08
C: -3.854 -2.899 0.894  -0.16
Br: -5.072 -1.469 0.981  0.08
C: -2.508 -2.592 0.964  0.30
O: -2.005 -1.399 1.139  -0.75
C: -1.536 -3.631 0.906  0.28
O: -0.308 -3.255 1.016  -0.72
C: -1.981 -4.945 0.770  -0.18
Br: -0.693 -6.313 0.701  0.08
O: 3.486 -1.743 -0.162  -0.58
C: 2.899 -1.232 0.772  0.80
O: 1.625 -1.410 1.003  -0.78
C: 3.575 -0.319 1.732  -0.15
C: 4.969 -0.355 1.781  -0.16
C: 5.677 0.446 2.649  -0.26
C: 4.988 1.312 3.490  -0.19
C: 3.615 1.385 3.434  -0.23
C: 2.879 0.582 2.553  -0.13
S: 1.168 0.898 2.455  -0.14
H: 5.467 -1.036 1.109  0.23
H: 6.756 0.400 2.684  0.21
H: 5.530 1.939 4.184  0.21
H: 3.078 2.070 4.072  0.22
N: -0.412 6.143 -6.424  -0.32
C: -0.388 5.312 -5.633  0.29
C: -0.376 4.298 -4.649  -0.20
C: -1.546 3.584 -4.382  -0.17
C: -1.544 2.618 -3.397  -0.15
C: -0.388 2.349 -2.669  -0.04
C: 0.780 3.050 -2.950  -0.21
C: 0.789 4.023 -3.931  -0.14
C: -0.435 1.348 -1.577  0.20
C: -0.815 1.817 -0.327  0.00
C: -1.157 3.160 0.003  -0.19
C: -1.655 3.132 1.280  -0.31
C: -1.597 1.789 1.699  0.07
N: -1.084 1.004 0.761  -0.54
C: -0.201 0.013 -1.910  0.00
C: -0.051 -0.521 -3.214  -0.19
C: 0.120 -1.880 -3.068  -0.32
C: 0.092 -2.132 -1.691  0.06
N: -0.118 -1.016 -0.995  -0.55
H: -2.446 3.802 -4.940  0.23
H: -2.444 2.067 -3.174  0.22
H: 1.676 2.835 -2.388  0.24
H: 1.688 4.583 -4.145  0.23
H: -1.037 4.005 -0.650  0.22
H: -2.011 3.956 1.865  0.22
H: -1.906 1.394 2.648  0.24
H: -0.094 0.043 -4.126  0.22
H: 0.241 -2.622 -3.833  0.22
H: 0.242 -3.072 -1.193  0.24
F: -0.762 -1.982 5.367  -0.52
B: -0.795 -1.902 4.033  1.33
F: -1.614 -2.825 3.439  -0.54
F: 0.506 -2.038 3.445  -0.51
F: -1.226 -0.617 3.576  -0.53

***

No. 4
A structure of composition C29H15BrCl4N3O5Yb at a distorted geometry, computed with ωB97M-V/def2-TZVPD.

Results
- electronic energy (eV) = -196690.224
- charge = 0
- frontier orbital gap (spin up / spin down) (eV) = 7.262 / 7.257
- relative energy (zero: lowest compared OMol25 entry of this formula, charge and spin) (kJ/mol) = 0.00
- lowest unoccupied orbital energy (spin up / spin down) (Eh) = -0.0236 / -0.0238
- multiplicity = 2

Each line ends with the natural charge from an NBO analysis.
Atoms and positions in Å:
Yb: -0.291 -1.086 -1.636  2.17
Cl: -6.214 -5.892 -1.745  0.00
C: -5.045 -4.605 -1.693  -0.09
C: -5.367 -3.419 -1.015  -0.18
C: -4.471 -2.386 -0.968  -0.13
Cl: -4.864 -0.928 -0.121  0.02
C: -3.201 -2.464 -1.603  0.49
O: -2.397 -1.462 -1.598  -0.83
C: -2.894 -3.694 -2.231  -0.31
C: -1.584 -3.901 -2.783  0.46
O: -0.639 -3.117 -2.707  -0.63
C: -3.826 -4.745 -2.286  -0.15
H: -6.329 -3.325 -0.529  0.24
H: -1.419 -4.855 -3.304  0.14
H: -3.563 -5.666 -2.792  0.23
Cl: 6.948 0.324 -3.704  0.00
C: 5.301 -0.165 -3.434  -0.09
C: 4.869 -1.406 -3.935  -0.18
C: 3.582 -1.823 -3.745  -0.13
Cl: 3.057 -3.351 -4.358  0.03
C: 2.634 -1.023 -3.040  0.50
O: 1.421 -1.405 -2.891  -0.82
C: 3.108 0.219 -2.548  -0.30
C: 2.207 1.088 -1.860  0.46
O: 1.021 0.858 -1.605  -0.66
C: 4.439 0.636 -2.751  -0.15
H: 5.564 -2.033 -4.477  0.24
H: 2.618 2.057 -1.536  0.14
H: 4.766 1.594 -2.364  0.23
Br: 3.348 5.513 1.142  0.06
C: 2.203 4.549 2.301  -0.08
C: 1.080 5.167 2.821  -0.23
C: 0.247 4.451 3.668  -0.20
C: 0.504 3.118 3.954  0.04
C: 1.658 2.521 3.447  -0.16
C: 2.513 3.238 2.627  -0.25
N: -0.374 2.481 4.901  -0.13
N: -0.733 1.294 4.787  -0.09
C: -0.582 0.562 3.567  0.00
C: -0.039 -0.690 3.673  -0.17
C: 0.254 -1.467 2.544  -0.28
C: -0.046 -1.027 1.275  0.35
O: 0.263 -1.727 0.195  -0.85
C: -0.759 0.216 1.157  0.08
N: -1.197 0.566 -0.089  -0.50
C: -1.900 1.658 -0.239  0.09
C: -2.261 2.482 0.837  -0.25
C: -1.838 2.151 2.091  -0.15
C: -1.034 1.005 2.291  -0.02
H: 0.868 6.200 2.583  0.23
H: -0.625 4.920 4.108  0.23
H: 1.897 1.499 3.708  0.23
H: 3.414 2.779 2.240  0.23
H: 0.222 -1.047 4.662  0.23
H: 0.732 -2.433 2.647  0.23
H: -2.229 1.891 -1.246  0.20
H: -2.879 3.352 0.665  0.23
H: -2.141 2.750 2.938  0.23